(1)
Below is C28H35N2PbS as an isolated structure, with properties calculated with ωB97M-V with the def2-TZVPD basis set.

Calculated values
- E_tot: -48654.7318 eV
- Net charge: +1
- Molar mass: 638.9 g mol⁻¹

Structure (XYZ):
```
67
Properties=species:S:1:pos:R:3:forces:R:3:mulliken_charge:R:1
H 4.274930 1.738207 1.342563 -0.8 0.1 0.0 0.346
C -0.218551 -2.912721 0.710641 -0.2 0.3 -0.4 2.305
C 1.159908 -0.374758 -2.429634 0.0 0.9 -1.1 0.424
H 3.731601 1.475561 -2.623630 -0.2 -0.3 0.4 0.325
C -4.029520 -0.981627 -0.294946 0.4 -0.1 -0.1 -0.829
C -2.645905 -2.990353 -0.195069 0.1 0.4 0.0 -0.248
N 3.505936 1.072766 1.495257 0.9 -0.4 0.2 -0.423
H -1.027868 -0.309598 1.196050 -2.5 -1.3 0.0 0.397
C 1.098230 3.212967 -1.203702 0.0 0.1 0.1 -1.255
H 0.723636 -1.565966 2.193886 -0.1 0.2 -0.4 0.407
H 3.579461 1.546610 -0.845796 -0.1 -0.3 -0.5 0.217
C 1.984214 -1.432024 0.435915 1.2 -2.6 1.4 -0.609
Pb 0.445656 0.047426 -0.120832 0.1 1.4 -0.7 0.986
H -1.737367 2.716642 -2.862198 0.0 -0.3 0.4 0.334
C -1.297266 3.831544 4.047928 0.7 -0.2 -0.2 -0.622
C 1.871508 -1.549036 -3.037379 0.1 -0.1 -0.1 -1.314
C 2.328543 1.633632 2.017670 -1.8 -0.4 -1.1 -0.222
C 0.204863 2.231175 2.284340 -0.6 0.1 0.3 -0.786
H -1.033973 -2.061817 -2.951747 -0.1 0.3 -0.1 0.311
H 1.185182 3.874769 -2.086448 0.0 -0.2 0.4 0.369
H -0.392203 -4.499978 -0.800997 0.3 0.4 0.2 0.421
C 0.801828 2.948765 3.319480 -1.5 0.7 0.5 0.923
C -0.449685 1.240100 -1.956761 0.1 0.4 -2.1 0.909
H -1.881150 4.434937 4.730206 0.0 0.0 0.0 0.427
C -3.860193 -2.361391 -0.507085 0.1 0.1 0.1 -1.010
C 0.088013 3.745223 4.208497 -1.1 0.2 0.0 -0.593
H -1.628699 1.848559 1.320454 -0.7 -0.6 -0.9 0.349
H 0.550186 -4.273188 2.235982 -0.4 0.1 -0.1 0.446
H -2.994821 3.218700 2.867960 0.0 0.0 -0.1 0.459
H 2.032712 3.290621 -0.626009 -0.3 0.0 -0.2 0.260
H 3.959485 0.377689 2.106078 -0.7 0.2 -0.2 0.308
C 0.833496 1.800471 -1.641624 0.5 0.3 -1.4 -0.011
N 1.048152 1.442924 1.534335 4.3 2.1 3.2 0.799
C -1.923835 3.141661 2.996744 0.9 -0.5 -0.5 -1.042
C -1.166169 2.350188 2.115791 -0.6 1.1 1.3 0.307
H -0.905007 -3.364902 2.744359 0.2 -0.2 -0.3 0.422
C -2.965497 -0.232779 0.215364 0.1 -0.4 -0.2 -0.572
H 3.827968 -0.019852 -1.651763 -0.2 0.4 0.0 0.280
C 3.319040 0.954096 -1.737565 0.2 0.2 0.0 -1.417
C 1.829817 0.780561 -1.855546 -0.1 0.7 -2.2 0.521
H -3.073682 0.838773 0.406345 -0.1 -0.4 -0.1 0.382
C -1.308824 -0.997939 -3.026505 -0.1 -0.1 -0.1 -1.469
H 0.441754 -3.030066 -1.371495 -0.1 -0.3 0.3 0.310
H 0.590474 4.274934 5.009038 0.0 0.0 -0.1 0.428
H -4.986642 -0.501315 -0.522194 0.4 -0.2 0.1 0.394
C 0.307824 -3.699548 -0.506630 0.1 0.0 -0.1 -2.012
H -4.688504 -2.955672 -0.907771 0.4 0.3 0.2 0.383
H -2.263455 -0.862931 -2.493002 0.3 -0.1 -0.2 0.230
C -1.733673 -0.861365 0.495235 -2.0 -0.7 2.5 0.739
S 2.433498 2.694826 3.320909 2.0 0.0 0.5 -0.346
H 1.280885 -4.161800 -0.270032 -0.4 0.1 -0.1 0.458
H 2.718222 -1.893851 -2.420249 -0.3 0.1 -0.3 0.314
C 0.756961 -1.786745 1.117075 1.5 -4.0 2.6 -1.352
H 1.193961 -2.401502 -3.201619 0.3 0.3 0.0 0.405
H 2.322798 -2.045733 -0.409548 -0.4 0.5 0.2 0.341
C -1.748059 2.000043 -2.017820 -0.1 0.0 0.0 -1.400
C -0.234200 -0.108671 -2.466260 0.3 0.8 -1.2 0.480
H 0.283271 3.596869 -0.570066 0.2 0.0 -0.2 0.269
H -2.601631 1.321916 -2.171053 0.3 0.3 0.1 0.362
H -1.487026 -0.768377 -4.094663 0.1 -0.1 0.5 0.308
H 2.815465 -1.037603 1.035147 -0.7 0.0 -0.5 0.189
H -1.063656 -4.742110 1.614200 0.3 0.4 0.0 0.363
H 2.285620 -1.258570 -4.021588 -0.2 -0.2 0.4 0.326
C -0.426107 -3.884609 1.896548 0.1 0.1 0.3 -1.791
C -1.566583 -2.261884 0.338493 -0.4 0.4 -0.2 -0.220
H -1.929629 2.575714 -1.094850 0.0 -0.1 -0.3 0.219
H -2.545720 -4.068590 -0.358412 -0.1 0.4 0.1 0.389
```
Positions in Å, forces in eV/Å.

***

(2)
Below is C16H24BrFGaOP2 as an isolated structure, with properties calculated with ωB97M-V with the def2-TZVPD basis set.

Calculated values
- E_tot: -162744.6060 eV
- Net charge: -1
- Molar mass: 462.9 g mol⁻¹

Structure (XYZ):
```
46
Properties=species:S:1:pos:R:3:forces:R:3:nbo_charge:R:1
H -3.143494 -0.331033 1.564755 -0.1 0.0 0.0 0.212
C 5.324133 0.510579 -4.654777 0.0 0.0 0.0 -0.220
H 3.222086 2.249299 -2.652418 0.0 0.0 0.0 0.235
H -2.836888 -1.165048 0.055406 0.1 -0.2 0.0 0.205
H -7.396930 0.931263 4.966978 0.0 0.0 0.0 0.206
Br 2.494746 -3.564083 -1.815483 0.1 0.0 0.1 -0.370
C 6.264369 1.499233 -4.911245 0.0 0.0 0.0 -0.226
H 5.444782 -0.476412 -5.083284 0.0 0.0 0.0 0.209
H -6.868315 -2.866650 3.068707 0.0 0.0 0.0 0.209
H 4.891356 4.019387 -3.117086 0.0 0.0 0.0 0.205
H 4.022434 1.378749 0.118681 0.0 0.0 0.0 0.201
C -7.284891 -0.979662 3.999544 0.0 0.0 0.0 -0.219
H -4.955302 1.096974 5.309310 0.0 0.0 0.0 0.211
O -0.455814 -3.745427 -0.775849 -0.1 0.2 -0.2 -0.992
C -2.381823 -0.880447 1.006763 -0.3 0.2 -0.1 -0.918
C 4.071919 2.046083 -3.289259 0.0 0.0 -0.1 -0.158
H -8.354647 -1.053591 3.849379 0.0 0.0 0.0 0.206
C 6.107087 2.763097 -4.359986 0.0 0.0 0.0 -0.225
P 0.422199 -2.580436 -1.594189 -0.3 0.0 -0.3 0.469
C 3.523411 0.449924 0.413055 0.1 0.2 -0.1 -0.648
P -0.903983 0.222719 0.832308 0.2 0.3 0.6 0.199
H -3.470070 -0.710137 4.519168 0.0 0.0 0.0 0.224
H 7.120151 1.284200 -5.539479 0.0 0.0 0.0 0.202
H 2.862138 -0.360554 -1.439075 0.0 0.2 -0.2 0.157
C -6.450017 -1.997632 3.560475 0.0 0.0 0.0 -0.219
H 3.159814 0.549478 1.435917 0.0 0.1 0.0 0.200
C -4.540258 -0.788050 4.378139 0.0 0.0 0.0 -0.210
H 1.517424 -1.827948 1.445229 -0.2 -0.1 0.0 -0.290
H -4.426898 -2.690717 3.397562 0.0 0.0 0.0 0.217
Ga 0.948486 -1.045615 0.169121 0.2 0.0 -0.1 0.555
H -2.157110 -1.774897 1.589198 0.1 0.0 0.0 0.212
H 4.277696 -0.337901 0.385497 -0.1 -0.1 0.1 0.212
C -1.440329 1.375603 -0.527163 0.0 -0.3 0.0 -0.909
H -2.501379 1.227304 -0.734312 0.0 0.0 0.0 0.208
C 2.418655 0.144786 -0.578410 0.0 -0.3 0.2 -0.191
H -0.877008 1.221297 -1.445104 0.0 0.1 -0.1 0.226
C -5.078623 -1.900977 3.747710 0.0 0.0 0.0 -0.196
C -5.375607 0.228381 4.818855 0.0 0.0 0.0 -0.212
H -1.300725 2.400042 -0.188044 0.0 0.1 -0.1 0.217
H 3.497054 0.011879 -3.647313 0.0 0.0 0.0 0.224
H -0.631768 -3.419932 0.108593 0.1 -0.2 0.4 0.483
F 1.908679 1.398384 -1.058389 -0.1 0.0 0.0 -0.429
H 6.838724 3.536342 -4.560662 0.0 0.0 0.0 0.201
C -6.747111 0.134282 4.627992 0.0 0.0 0.0 -0.218
C 4.229216 0.783825 -3.846803 0.0 0.0 0.0 -0.215
C 5.012431 3.034040 -3.550013 0.0 0.0 0.0 -0.239
```
Positions in Å, forces in eV/Å.

***

(3)
Below is an isolated ion of composition C5H12NO and charge +1, with properties calculated with ωB97M-V with the def2-TZVPD basis set.

Calculated values
- E_tot: -8907.1699 eV
- Net charge: +1
- Molar mass: 102.2 g mol⁻¹
- Energy relative to the best compared isomer or geometry (same formula, charge and spin): 3.459 eV

Structure (XYZ):
```
19
Properties=species:S:1:pos:R:3:forces:R:3:nbo_charge:R:1
C -1.155618 -0.246247 0.589177 1.0 -2.7 1.5 -0.328
O 1.088085 -1.745833 0.290678 0.3 -0.5 0.0 -0.441
H 0.149512 1.962334 1.054161 0.0 -0.1 0.0 0.235
C 0.253051 -2.154223 1.253869 -1.9 2.2 -0.8 0.048
C 0.100869 1.720586 -0.006335 0.0 0.8 0.1 -0.414
H -1.927266 -0.812459 0.112203 -0.2 0.1 -0.4 0.235
H 0.380252 -1.790463 2.261671 0.3 0.0 0.1 0.196
H -1.350669 0.208368 1.539943 0.0 0.4 0.1 0.226
H -0.728916 2.268900 -0.454236 0.0 -0.2 0.0 0.246
H -1.245979 0.322098 -1.951267 0.0 0.1 0.1 0.240
H 0.504836 0.394557 -2.221578 0.0 0.0 0.2 0.232
C 1.313019 -0.423184 0.269675 0.1 0.6 0.0 0.111
H -0.264650 -1.136364 -1.758640 0.0 0.1 0.2 0.244
H 1.029295 2.035623 -0.481194 0.0 -0.1 -0.1 0.228
N -0.101847 0.271229 -0.189867 0.7 -0.3 0.0 -0.278
H 1.512557 0.021083 1.250194 -0.1 0.0 -0.1 0.195
H 2.071561 -0.177334 -0.471235 -0.1 0.0 0.0 0.224
C -0.282803 -0.056432 -1.617707 -0.1 -0.2 -0.8 -0.420
H -0.210927 -3.108571 1.074317 0.0 -0.1 -0.1 0.220
```
Positions in Å, forces in eV/Å.

***

(4)
Below is C7H11NOSSi as an isolated structure, with properties calculated with ωB97M-V with the def2-TZVPD basis set.

Calculated values
- E_tot: -29684.6347 eV
- Molar mass: 185.3 g mol⁻¹

Structure (XYZ):
```
22
Properties=species:S:1:pos:R:3:forces:R:3:nbo_charge:R:1
C -2.270452 1.361737 0.889549 -0.8 -0.9 2.2 -1.124
O 3.329291 -1.644458 -1.906936 -1.9 1.0 1.6 -0.497
H -0.733422 -2.409962 0.739679 -0.8 0.2 -0.3 0.242
H 1.321794 -1.624057 -1.250430 1.0 -0.4 -0.6 0.106
C 2.363053 -0.168148 -0.229758 -3.4 1.7 1.5 0.157
Si -1.001259 0.061171 0.332077 -0.6 -0.2 -1.8 1.574
C -1.623624 -1.737403 0.739469 2.2 1.0 1.2 -1.069
H -2.114330 -0.060387 -2.042092 0.3 0.1 0.0 0.234
N 3.303292 0.597164 0.127545 1.3 -0.4 0.1 -0.357
C 2.388505 -1.237914 -1.219838 -0.5 -0.9 -0.9 0.349
H -2.285598 1.580690 2.069571 0.1 -0.5 -2.7 0.244
H -0.481060 -0.796094 -1.981222 0.5 -1.3 -0.6 0.219
C 3.079292 1.514489 1.007867 1.8 1.2 0.8 -0.303
C -1.086070 0.004836 -1.671514 1.0 3.1 1.8 -1.047
H -3.261363 0.820554 0.647785 1.3 1.2 0.3 0.245
H -2.170199 2.305226 0.341993 -0.2 -0.2 0.1 0.246
S 1.504608 1.723176 1.539265 0.0 1.0 1.0 0.687
H 3.905053 2.041831 1.482133 -0.4 0.2 -0.2 0.229
H -0.498995 0.952149 -2.050969 -1.5 -1.6 0.5 0.231
H -2.112706 -1.862407 1.693771 0.1 0.2 0.6 0.236
H -2.363009 -2.001207 0.036319 -0.5 -0.4 -1.3 0.238
C 0.807208 0.579009 0.705739 1.1 -4.1 -3.4 -0.841
```
Positions in Å, forces in eV/Å.

***

(5)
Below is one molecule with the formula C9H13N4OP, with properties calculated with ωB97M-V with the def2-TZVPD basis set.

Calculated values
- E_tot: -26836.2404 eV
- Structure (SMILES): C#C/N=C/CN(C)[P@@](C)(=O)n1ccnc1
- Molar mass: 224.2 g mol⁻¹
- Energy relative to the best compared isomer or geometry (same formula, charge and spin): 1.952 eV

Structure (XYZ):
```
28
Properties=species:S:1:pos:R:3:forces:R:3:nbo_charge:R:1
C 1.026610 -1.949327 -0.816282 -0.5 -2.0 -0.7 -0.288
C -2.518058 -1.963489 0.184562 1.0 -0.6 -0.5 0.145
H -0.928468 1.706777 1.355157 0.1 -0.1 0.5 0.209
H 1.219231 0.400147 1.429777 0.9 0.4 0.8 0.202
C -2.065016 0.824680 -1.564508 1.3 1.6 2.3 0.235
N -0.931792 1.002318 -0.652614 -2.5 0.7 -0.9 -0.763
N 1.203120 -0.671709 -0.269834 0.4 1.3 -0.2 -0.771
H 2.604774 2.047318 -1.084771 1.4 -0.5 -0.7 0.265
N -1.294249 -1.653083 -0.284136 0.8 -0.6 0.5 -0.483
P 0.653970 0.706544 -1.026162 0.5 0.4 -8.4 2.110
H 1.794695 -2.753874 -0.593044 -0.4 1.3 0.2 0.213
C -1.536543 1.394051 0.536840 0.1 -0.1 -0.4 -0.075
C -3.595097 -2.212751 0.642823 -1.4 -0.5 0.2 -0.281
C 1.262942 -0.631995 1.143391 -0.3 -1.9 2.1 -0.415
H -2.048818 0.809424 -2.603466 1.0 -0.8 -1.5 0.232
H 2.146912 -1.290938 1.431831 -0.7 1.5 0.2 0.207
H -0.527053 -3.521710 -0.397383 0.0 -1.6 0.1 0.170
N -3.152765 1.158557 -0.978792 -0.9 -0.5 0.2 -0.429
C -0.335899 -2.490544 -0.474665 -1.6 1.7 0.2 0.176
H 2.003906 2.159566 0.637939 -0.6 -0.1 -2.3 0.237
C -2.877665 1.453224 0.329598 1.6 0.0 -0.7 -0.089
H 1.040808 -1.809564 -1.872048 0.1 -0.2 -1.2 0.272
O 0.589814 0.657458 -2.824715 0.7 -0.3 7.7 -1.030
H 0.372168 -1.072164 1.721449 0.8 0.3 -1.2 0.199
H -4.592168 -2.537252 0.938288 0.9 0.5 -0.1 0.247
C 1.731466 2.119836 -0.507873 -0.3 -2.2 3.3 -0.961
H 1.302703 3.010259 -0.812514 -1.3 1.8 -0.4 0.256
H -3.609761 1.831659 0.963986 -1.1 0.3 1.0 0.208
```
Positions in Å, forces in eV/Å.

***

(6)
Below is a 2-piece molecular cluster, C2H6OS overall, with properties calculated with ωB97M-V with the def2-TZVPD basis set.

Calculated values
- E_tot: -15049.4928 eV
- Molar mass: 78.1 g mol⁻¹
- Energy relative to the best compared isomer or geometry (same formula, charge and spin): 3.939 eV

Structure (XYZ):
```
10
Properties=species:S:1:pos:R:3:forces:R:3:nbo_charge:R:1
H -0.409100 1.353552 1.072243 0.2 0.6 0.0 0.153
H -1.527665 0.224170 0.449869 -1.6 -1.4 -0.9 0.174
H -0.376184 -0.091716 2.004885 -0.2 -1.6 0.8 0.182
H -0.496954 1.243451 -2.030454 0.4 -0.1 -0.1 0.479
S 0.456462 -1.493683 -1.763005 -0.7 0.8 -1.7 0.018
O 0.472534 1.239259 -1.945247 -0.7 -0.3 -0.3 -0.691
H 1.035439 -2.071332 -0.769040 0.6 -0.6 1.3 0.129
H 1.824535 0.343349 -0.693687 -1.1 -0.6 -0.9 0.184
C -0.808280 0.363585 1.171572 1.7 2.5 -0.1 -0.544
C 0.894946 0.125579 -1.289161 1.3 0.8 1.8 -0.085
```
Positions in Å, forces in eV/Å.

***

Copy entry 6 word for word.
Below is a 2-piece molecular cluster, C2H6OS overall, with properties calculated with ωB97M-V with the def2-TZVPD basis set.

Calculated values
- E_tot: -15049.4928 eV
- Molar mass: 78.1 g mol⁻¹
- Energy relative to the best compared isomer or geometry (same formula, charge and spin): 3.939 eV

Structure (XYZ):
```
10
Properties=species:S:1:pos:R:3:forces:R:3:nbo_charge:R:1
H -0.409100 1.353552 1.072243 0.2 0.6 0.0 0.153
H -1.527665 0.224170 0.449869 -1.6 -1.4 -0.9 0.174
H -0.376184 -0.091716 2.004885 -0.2 -1.6 0.8 0.182
H -0.496954 1.243451 -2.030454 0.4 -0.1 -0.1 0.479
S 0.456462 -1.493683 -1.763005 -0.7 0.8 -1.7 0.018
O 0.472534 1.239259 -1.945247 -0.7 -0.3 -0.3 -0.691
H 1.035439 -2.071332 -0.769040 0.6 -0.6 1.3 0.129
H 1.824535 0.343349 -0.693687 -1.1 -0.6 -0.9 0.184
C -0.808280 0.363585 1.171572 1.7 2.5 -0.1 -0.544
C 0.894946 0.125579 -1.289161 1.3 0.8 1.8 -0.085
```
Positions in Å, forces in eV/Å.